No. 1
Formula: C36H37BO3S2
Source: OMol25
Level of theory: wB97M-V/def2-TZVPD

Properties
Electronic energy = -66418.12597 eV
Relative energy (zero: lowest compared OMol25 entry of this formula, charge and spin) = 37.21 kcal per mole
Kohn-Sham gap = 3.375 eV

```
! wB97M-V def2-TZVPD RIJCOSX def2/J DEFGRID3
* xyz 0 1
S -1.30 -0.82 -2.47
S -0.38 -3.71 -2.92
O 3.72 3.67 -0.52
O -0.04 2.81 2.21
O -0.31 3.12 -0.09
C -1.18 -4.35 -0.57
C 0.36 -1.09 -0.34
C 2.84 2.65 -0.35
C 0.31 -1.55 1.13
C -2.14 -1.47 -0.13
C 0.98 -2.78 1.24
C 4.30 4.26 0.68
C 2.63 2.01 0.87
C -0.92 -1.79 -0.94
C 1.74 -3.03 0.00
C 1.02 0.41 -0.32
C -0.07 -3.14 3.35
C -2.90 -0.39 -0.54
C 2.16 2.20 -1.51
C -2.45 2.35 2.28
C 1.51 -1.97 -0.90
C -0.33 -1.01 2.23
C -1.37 3.92 0.53
C 1.35 1.07 -1.47
C -2.65 3.70 -0.26
C -1.36 3.40 2.04
C 2.26 -1.89 -2.05
C -1.45 4.47 3.10
C -0.78 -5.56 -1.21
C 2.44 -4.16 -0.38
C 3.01 -3.02 -2.43
C 1.40 1.19 0.91
C -3.22 1.21 -2.54
C -0.93 5.37 0.37
C 3.08 -4.15 -1.62
C -0.78 -3.25 -1.31
C -0.28 -5.38 -2.49
C -2.59 0.08 -1.83
C 0.40 -6.38 -3.34
C -0.57 -1.82 3.35
C 0.75 -3.61 2.33
B 0.47 2.63 0.95
H -2.50 2.04 -2.58
H -0.88 5.58 -0.71
H -1.15 -1.42 4.18
H -3.55 4.22 0.12
H -1.66 6.07 0.79
H 2.19 -1.01 -2.69
H -1.44 4.02 4.09
H 0.09 -6.33 -4.39
H -2.40 5.01 3.06
H -3.46 0.87 -3.55
H -2.92 2.64 -0.34
H 0.05 5.51 0.86
H 3.66 -5.02 -1.96
H -2.33 1.92 3.27
H 2.39 2.67 -2.46
H -2.43 -2.09 0.72
H 1.01 0.63 -2.40
H 1.42 0.57 1.81
H -1.70 -4.31 0.38
H 3.32 2.19 1.71
H -0.63 5.20 3.02
H 1.21 -4.59 2.34
H -0.81 -6.53 -0.72
H -0.68 0.03 2.20
H 2.46 -5.03 0.27
H 3.53 -2.98 -3.38
H -4.14 1.52 -2.03
H -0.28 -3.75 4.24
H 1.48 -6.16 -3.36
H -3.45 2.79 2.31
H -2.47 1.58 1.50
H 3.53 4.50 1.44
H 0.25 -7.41 -2.98
H 4.78 5.18 0.33
H -3.75 0.03 0.02
H -2.50 4.11 -1.26
H 5.07 3.60 1.12
*
```

Löwdin atomic charge list, values in e, 6 entries: 1.05, 1.08, -0.08, 0.14, 0.14, -0.10

---

No. 2
Formula: C30H49BBaN6O3P
Source: OMol25
Level of theory: wB97M-V/def2-TZVPD

Properties
Electronic energy = -57649.61210 eV
Relative energy (zero: lowest compared OMol25 entry of this formula, charge and spin) = 18.70 kcal per mole
Kohn-Sham gap = 8.904 eV

```
! wB97M-V def2-TZVPD RIJCOSX def2/J DEFGRID3
* xyz 1 1
Ba 0.14 0.19 -0.11
P 1.54 -2.54 -0.99
O 1.69 -2.91 0.59
O 1.82 -3.93 -1.73
O -0.10 -2.44 -0.97
N 0.20 2.97 -2.25
N 0.07 3.70 0.22
N -2.03 2.76 -0.95
N 0.57 2.65 0.94
N 0.68 1.69 -2.28
N -2.11 1.49 -0.47
C 0.60 3.63 -3.36
C 1.78 2.27 3.05
C -0.71 -4.59 2.59
C 2.60 -3.94 -2.95
C 1.35 2.76 -4.12
C 1.71 -4.15 -4.15
C 0.84 -1.42 3.98
C 1.04 4.55 2.02
C 3.04 -3.18 1.05
C 2.15 -0.98 4.58
C 2.04 0.27 -3.77
C 0.26 5.05 -3.66
C -1.46 -0.93 3.35
C 1.15 3.16 2.02
C 0.35 4.86 0.87
C -1.59 -2.24 2.89
C 0.66 -2.73 3.55
C -4.18 2.23 -0.84
C -2.62 0.03 3.33
C -3.28 3.23 -1.18
C -1.75 -3.89 -1.98
C -3.58 4.59 -1.70
C 1.38 1.56 -3.41
C -0.95 -3.60 -0.73
C 3.30 -4.67 1.12
C -3.82 -0.19 0.06
C -0.23 -0.53 3.87
C -0.55 -3.16 3.00
C -3.39 1.16 -0.40
C -0.05 6.20 0.37
B -0.70 3.55 -1.12
H -2.39 -4.75 -1.81
H -1.73 -4.80 2.24
H 1.47 -3.44 3.67
H 2.33 0.28 -4.82
H 2.55 -1.74 5.25
H 0.40 6.43 -0.60
H -3.54 -0.47 3.00
H 1.22 2.29 3.98
H 1.41 5.25 2.75
H 2.57 -5.14 1.77
H -1.13 6.29 0.26
H -0.32 -4.44 -0.45
H -2.38 -3.04 -2.24
H -4.66 -0.13 0.75
H 2.04 -0.06 5.14
H 1.19 -5.11 -4.09
H 0.74 5.35 -4.59
H -0.13 0.47 4.26
H 3.11 -2.72 2.03
H 0.28 6.96 1.08
H 3.31 -4.76 -2.83
H 3.17 -3.01 -3.03
H -4.13 -0.82 -0.78
H 2.30 -4.13 -5.06
H 1.82 2.98 -5.07
H -2.80 0.43 4.32
H 2.94 0.11 -3.18
H -4.65 4.71 -1.83
H 3.24 -5.13 0.14
H -5.25 2.28 -0.91
H -0.52 -5.26 3.43
H -3.23 5.37 -1.02
H -0.01 -4.86 1.80
H 0.60 5.72 -2.87
H 1.37 -0.57 -3.62
H 4.29 -4.85 1.53
H 2.80 2.60 3.28
H 2.90 -0.80 3.80
H -1.00 4.65 -1.46
H -3.10 4.76 -2.67
H -2.44 0.88 2.66
H 3.76 -2.67 0.39
H -2.55 -2.57 2.50
H 1.84 1.24 2.70
H -0.81 5.19 -3.77
H -1.09 -4.11 -2.82
H -1.58 -3.34 0.11
H -3.01 -0.71 0.59
H 0.96 -3.36 -4.21
*
```

Löwdin atomic charge list, values in e, 6 entries: 1.81, 0.74, -0.34, -0.29, -0.51, 0.01

---

Number 1: HOMO energy -4.6 eV. Number 2: HOMO energy -11.0 eV.